No. 1
C6H9N | wB97M-V/def2-TZVPD

Geometry as XYZ:
```
16
Properties=species:S:1:pos:R:3:forces:R:3
C -0.133476 -2.893266 1.349392 0.005 -0.098 0.010
C -0.253002 -1.455622 1.096322 -0.026 0.541 -0.074
C -0.349213 -0.268037 0.907046 0.014 -0.538 0.101
C -0.473042 1.190493 0.702246 -0.039 0.028 0.029
C 0.635874 1.821357 -0.065678 0.043 -0.016 -0.094
C -0.050424 0.913138 -2.206541 -0.054 -0.045 0.012
N 0.695066 1.646699 -1.382262 0.081 0.038 0.081
H -0.527873 -3.476529 0.511167 0.056 0.104 0.100
H -0.689932 -3.181063 2.247922 0.074 0.080 -0.137
H 0.912147 -3.182258 1.498306 -0.144 0.073 -0.038
H -0.548882 1.681425 1.679843 -0.005 -0.115 -0.159
H -1.421581 1.384692 0.168726 0.095 -0.039 0.096
H 1.403089 2.426768 0.392647 -0.100 -0.037 -0.096
H 0.148655 0.986704 -3.265048 -0.008 -0.024 0.177
H -0.776734 0.227706 -1.796199 0.080 0.117 -0.056
H 1.429329 2.177795 -1.837891 -0.071 -0.069 0.048
```
Positions in Å, forces in eV/Å.

Kohn-Sham gap ... 7.654 eV
Energy ... -7854.262 eV

---

No. 2
CNO4S | wB97M-V/def2-TZVPD

Geometry as XYZ:
```
7
Properties=species:S:1:pos:R:3:forces:R:3
C 0.697919 1.241466 -0.038842 0.033 -0.653 0.094
N -0.705844 -1.295158 -0.344636 3.173 1.063 -2.403
O 0.904867 2.324686 -0.473796 0.393 1.374 -0.598
O 0.296192 0.647973 0.915412 -0.184 -0.037 0.957
O -1.734641 -0.769603 -0.602593 -0.728 -0.173 0.346
O -0.418970 -2.255343 0.288658 -0.579 -0.419 0.575
S 1.225236 -0.232390 -1.472508 -2.109 -1.155 1.029
```
Positions in Å, forces in eV/Å.

Charge ... -1
Kohn-Sham gap (alpha / beta) ... 7.069 / 7.162 eV
Energy ... -21549.951 eV

---

No. 3
C42H84AgCl10F4N2O32S4 | wB97M-V/def2-TZVPD

Geometry as XYZ:
```
179
Properties=species:S:1:pos:R:3:forces:R:3
Ag 14.473021 -11.348642 20.604644 0.300 -1.040 -0.231
N 13.979261 -12.527914 22.389206 -4.718 2.776 -1.817
S 12.400141 -12.476345 22.927241 0.479 -1.592 0.239
O 11.933076 -11.137695 23.161853 0.607 -1.552 -0.696
O 12.148174 -13.519985 23.915649 0.086 1.712 -1.740
F 11.705469 -13.008845 21.533873 0.512 0.936 1.748
S 14.979034 -13.502741 22.995725 0.744 -0.864 1.297
O 15.048797 -14.791197 22.428210 0.186 -0.816 -0.815
O 14.827528 -13.391253 24.389739 1.077 -0.216 1.867
F 16.240981 -12.737491 22.525372 0.610 -0.381 0.108
N 15.426909 -10.530458 18.853769 0.756 -2.031 2.093
S 14.838028 -9.258033 18.209205 -1.177 2.094 -0.150
O 15.272681 -9.196237 16.894468 0.556 0.328 -2.911
O 14.806631 -8.071616 18.982321 0.353 0.280 0.835
F 13.312653 -9.605881 18.156087 -0.239 -0.468 0.168
S 16.960336 -10.978483 18.442820 -0.426 1.844 -3.246
O 17.685069 -9.807597 18.058701 0.266 -0.394 1.097
O 16.958842 -12.011271 17.448343 -0.133 -0.394 1.716
F 17.466246 -11.434267 19.819713 -0.063 -0.577 0.134
C 11.749518 -17.788693 27.058501 0.537 -0.562 0.397
C 12.352370 -16.409625 27.101342 1.220 -0.316 1.187
O 13.696811 -16.451684 26.523575 0.940 0.062 0.079
C 14.501614 -15.420264 26.836188 -1.276 1.621 0.013
O 14.138945 -14.427498 27.460884 0.393 -1.294 -0.202
O 15.708512 -15.532513 26.292080 -0.156 -0.951 0.375
C 16.685520 -14.573625 26.777804 -1.504 0.305 0.513
H 10.665256 -17.752659 27.279610 0.709 -0.097 0.253
H 12.342472 -18.524319 27.678160 -0.941 0.901 -0.273
H 11.842820 -18.159776 26.061132 -0.106 -0.288 -0.882
H 12.492814 -16.067575 28.134396 -0.338 0.102 -0.283
H 11.818777 -15.694482 26.533713 -0.800 0.754 -0.472
H 16.348514 -13.593380 26.316927 0.746 -0.827 1.315
H 17.604874 -14.905742 26.363075 0.786 -0.163 -0.513
H 16.755966 -14.719759 27.907425 -0.251 0.978 -1.490
C 8.463353 -18.439646 19.033535 -0.105 -0.672 0.563
C 9.308735 -17.206320 18.715000 -0.085 -0.688 -0.360
O 9.636860 -17.238223 17.283727 -0.214 -0.873 -0.653
C 9.890519 -16.075743 16.728243 -0.729 1.045 0.298
O 9.977596 -15.059679 17.394153 0.164 0.117 -0.922
O 9.939549 -16.120873 15.367652 -0.450 -1.541 1.685
C 9.982450 -14.860482 14.758167 0.848 1.042 -1.345
H 7.658940 -18.488787 18.292860 -0.013 0.123 0.227
H 7.964476 -18.444546 20.078116 1.123 0.290 -1.701
H 9.054079 -19.377926 18.893600 -0.332 0.741 0.338
H 10.258404 -17.138972 19.209767 0.444 -0.356 0.550
H 8.795285 -16.295293 18.908885 -0.636 0.611 0.141
H 10.850925 -14.341577 15.204221 -0.519 0.294 -0.628
H 9.059343 -14.275365 14.915760 0.391 -0.297 0.088
H 10.120559 -15.025189 13.635958 -0.098 0.135 1.666
C 17.420753 -6.581010 20.390507 -2.228 0.860 1.101
C 17.232814 -7.964022 20.888925 1.197 -2.541 0.262
O 16.422151 -7.990668 22.097197 0.656 1.863 0.995
C 16.056749 -9.086501 22.723147 -0.826 2.023 -0.326
O 16.012334 -10.149322 22.215031 0.510 -3.039 -0.918
O 15.552269 -8.808916 23.923248 1.525 0.891 0.149
C 14.512514 -9.604957 24.415492 -1.548 -0.498 0.641
H 17.810945 -6.517972 19.392203 0.087 -0.251 -0.430
H 18.074727 -6.059238 21.083029 -0.029 0.319 -0.032
H 16.378591 -6.150909 20.436898 1.177 0.193 -0.364
H 18.253083 -8.356022 21.129076 -0.940 -0.157 0.064
H 16.728558 -8.650287 20.210677 0.298 0.342 -0.178
H 13.685600 -9.445362 23.751646 -0.730 -0.060 -0.245
H 14.216207 -9.224872 25.403833 0.476 -0.078 -0.445
H 14.605588 -10.700478 24.482256 0.875 0.380 -0.076
C 14.431127 -12.576794 14.187373 0.054 -0.077 -0.196
C 14.049932 -12.657111 15.647604 -1.196 1.599 -0.154
O 12.611523 -12.174707 15.642388 1.932 -0.855 -0.384
C 12.151881 -11.867192 16.828871 -2.675 0.748 -2.967
O 12.626178 -12.079318 17.875658 1.415 -0.507 2.612
O 10.936747 -11.272618 16.611077 0.757 0.010 0.936
C 10.375168 -10.827787 17.851967 -0.501 -0.490 0.676
H 14.351821 -11.552669 13.797540 -0.281 -0.240 0.303
H 13.736924 -13.232357 13.628766 0.535 0.307 0.049
H 15.474934 -12.846633 13.996513 -0.218 -0.345 0.215
H 14.579303 -12.001436 16.336373 0.222 0.276 -0.369
H 14.103717 -13.616504 16.115409 -0.232 -0.925 -0.099
H 10.328851 -11.709290 18.563181 -0.432 0.962 -0.779
H 9.376926 -10.392331 17.583577 0.960 -0.472 0.487
H 11.039527 -10.106684 18.364229 -0.476 -0.125 -0.547
C 7.095656 -12.701907 17.906774 1.156 0.338 0.845
C 6.513473 -14.036024 17.734299 -0.774 -2.067 0.595
O 5.475504 -14.215579 18.796541 0.262 0.754 -0.585
C 5.341767 -15.409326 19.338224 0.103 -0.608 -0.884
O 6.085395 -16.339800 19.059542 -1.203 0.481 1.135
O 4.228671 -15.401866 20.145667 1.270 -0.801 -0.934
C 4.288202 -16.475523 21.110548 1.034 0.829 1.260
H 7.528526 -12.346561 17.008537 0.640 0.087 -1.148
H 7.900312 -12.697862 18.652683 -0.331 0.064 0.024
H 6.361553 -11.967060 18.137878 -0.759 0.469 0.499
H 7.212799 -14.897076 17.800606 -0.270 0.844 0.154
H 6.013324 -14.150319 16.779374 -0.399 0.083 -0.085
H 3.309883 -16.760347 21.501041 -0.059 0.488 -0.408
H 4.898790 -15.996091 21.933469 -0.632 -1.156 -0.486
H 4.781383 -17.358734 20.704774 0.027 0.205 -0.002
C 21.982743 -10.556665 20.015661 0.730 -0.370 -0.003
C 21.023366 -9.942703 20.977928 -1.015 1.430 0.244
O 20.282719 -10.923033 21.740904 0.617 0.479 -0.412
C 19.617004 -10.399852 22.780248 0.554 -1.377 -0.655
O 19.630897 -9.267757 23.128222 -0.221 1.698 0.483
O 19.012353 -11.415393 23.338027 -1.609 -1.032 1.476
C 18.243948 -11.208661 24.587548 0.552 -2.618 -1.228
H 21.539656 -10.995679 19.120672 -0.106 0.027 0.190
H 22.614904 -11.333769 20.522657 -0.431 0.804 -0.479
H 22.591327 -9.686133 19.716048 0.150 -0.631 -0.145
H 20.243136 -9.291961 20.476034 0.994 -0.624 0.311
H 21.609401 -9.269596 21.649422 -0.674 -0.635 -0.146
H 18.582256 -12.022327 25.259515 -0.051 0.644 -0.292
H 17.180628 -11.369091 24.412814 0.104 0.254 -0.325
H 18.468769 -10.265390 24.938566 0.296 1.966 0.944
C 16.438225 -16.678377 18.029510 -0.616 -0.036 -0.352
C 16.311439 -15.225792 18.331274 0.159 1.423 0.180
O 14.838745 -14.939596 18.336093 1.665 0.470 1.434
C 14.484321 -14.041951 19.256602 -0.210 0.431 -1.441
O 15.242194 -13.213288 19.777678 0.118 -0.517 -0.094
O 13.207893 -14.009040 19.451320 -0.111 -1.441 0.283
C 12.481250 -15.167468 18.881476 -0.491 0.881 0.522
H 17.472081 -17.029066 18.001507 -0.157 0.143 -0.034
H 15.936539 -16.822761 17.068741 0.273 -0.459 0.001
H 15.872733 -17.209772 18.799457 0.225 -0.231 -0.110
H 16.745320 -14.500443 17.603485 -0.185 -0.766 0.479
H 16.698536 -14.977445 19.336139 -0.239 -0.044 -0.514
H 13.000421 -16.096769 19.088472 0.088 0.005 0.134
H 12.364561 -15.027684 17.800574 -0.113 0.069 0.503
H 11.543607 -15.116270 19.440053 0.083 -0.052 -0.635
C 9.452571 -9.346632 22.396652 0.180 -0.187 -0.697
C 9.997804 -9.197963 20.963113 0.516 -0.568 0.586
O 11.376244 -9.786898 20.800045 -1.233 -0.414 -0.306
C 12.414061 -9.123809 21.191599 0.404 0.515 0.017
O 13.573470 -9.552613 21.180730 -0.767 0.459 0.167
O 12.129666 -7.917511 21.577342 0.549 1.077 0.853
C 13.196572 -6.993827 22.047789 -1.349 -0.073 0.061
H 8.639004 -8.634698 22.509523 -0.217 0.063 -0.078
H 10.212333 -9.040650 23.138655 -0.394 -0.689 -0.223
H 9.002851 -10.376561 22.485067 0.883 1.039 0.484
H 9.963243 -8.217915 20.519700 0.442 0.562 0.324
H 9.387207 -9.789470 20.318523 -0.098 -0.735 -0.528
H 12.605170 -6.085149 22.190203 0.271 -0.147 0.319
H 13.858100 -6.803145 21.225860 0.676 -0.322 -0.178
H 13.662560 -7.331722 22.992796 -0.211 0.044 -0.797
Cl 7.126737 -12.180655 24.723445 0.091 -0.440 -0.178
C 8.339167 -11.835893 25.991306 -0.262 2.915 -0.707
C 9.206124 -12.959871 26.394038 -0.129 -0.546 -0.263
Cl 8.375596 -14.374307 27.052942 -0.459 -0.332 0.079
H 7.748874 -11.321844 26.748450 0.183 -0.572 0.485
H 8.945265 -10.978283 25.549496 -0.286 -1.360 0.548
H 9.904499 -12.706423 27.152330 0.496 0.734 0.554
H 9.760747 -13.278506 25.540215 0.431 -0.401 -0.619
Cl 16.158315 -18.184171 21.927708 -0.261 -0.070 -0.644
C 16.476938 -17.443369 23.472254 1.475 -1.132 2.449
C 15.891572 -18.253996 24.674153 -0.139 0.849 -1.798
Cl 16.838794 -19.701559 25.054139 -0.025 -0.087 0.000
H 16.102279 -16.446824 23.569351 -0.330 0.532 -0.479
H 17.572600 -17.442226 23.636241 -0.529 0.268 -0.385
H 14.896242 -18.538221 24.315708 0.028 -0.210 0.760
H 15.880367 -17.578971 25.524906 -0.162 -0.374 0.031
Cl 12.349670 -18.718975 21.153636 0.094 0.979 0.464
C 12.598686 -17.220456 22.163427 0.681 1.276 -0.880
C 11.407246 -16.249576 22.143582 -0.677 -1.739 -0.666
Cl 10.057522 -17.156569 22.908865 -0.535 0.237 0.768
H 13.475225 -16.661116 21.781991 -0.319 -0.555 -0.147
H 12.881142 -17.524807 23.159081 -0.290 -0.230 0.325
H 10.958001 -16.194472 21.128652 0.992 0.644 0.547
H 11.565192 -15.285309 22.653721 0.031 -0.682 -0.318
Cl 20.227762 -13.587879 19.711276 -0.854 -0.419 0.591
C 19.139601 -14.121374 21.093665 -0.448 -0.269 -0.395
C 20.046729 -14.453204 22.267575 -0.685 -0.980 -0.555
Cl 18.979682 -14.671870 23.705194 0.287 0.010 -0.056
H 18.456731 -14.950919 20.739115 1.131 0.744 0.424
H 18.494496 -13.296187 21.416686 0.328 0.079 -0.474
H 20.715295 -13.629225 22.401557 0.295 0.441 0.476
H 20.600597 -15.391137 22.131872 -0.174 0.356 0.038
Cl 11.880546 -10.436058 26.308873 0.788 -0.523 1.109
C 12.783817 -11.732960 27.331434 -1.505 -0.919 -1.254
C 13.691460 -11.340626 28.451296 0.263 -0.393 -0.008
Cl 15.093996 -10.406326 27.805812 -0.190 -0.188 0.384
H 13.334155 -12.329063 26.567899 -0.465 0.473 0.650
H 11.923641 -12.346037 27.721766 1.075 0.512 -0.292
H 14.069439 -12.342307 28.803239 -0.214 1.150 -0.085
H 13.215565 -10.762653 29.259370 0.284 -0.257 -0.422
```
Positions in Å, forces in eV/Å.

Spin multiplicity ... 2
Kohn-Sham gap (alpha / beta) ... 10.554 / 7.114 eV
Energy ... -296849.389 eV
<S²> ... 0.75

---

No. 4
C6H12N2O3 | wB97M-V/def2-TZVPD

Geometry as XYZ:
```
23
Properties=species:S:1:pos:R:3:forces:R:3
C 0.518690 -2.704599 0.028428 -1.441 -0.478 -0.233
C -0.033782 -1.294299 0.156521 -1.361 -0.846 -1.207
N -1.141522 -1.205505 1.145347 -1.833 -1.443 -2.596
C -0.544811 -0.745706 -1.222756 -0.391 2.740 1.964
O -1.197781 -1.336781 -2.024403 -0.048 -1.298 -0.975
N -0.383412 0.672921 -1.396332 0.231 -1.664 -0.035
C -0.111539 1.777971 -0.467128 0.110 0.050 -2.596
C -0.820883 1.848056 0.828806 -2.663 -1.455 0.899
C 1.333389 2.039644 -0.157767 1.752 1.178 1.812
O 1.716355 3.123677 0.273227 -0.417 -1.768 -1.234
O 2.145932 0.926537 -0.119310 -0.215 1.035 -0.595
H -0.328050 -3.223061 -0.457644 0.539 -0.370 0.107
H 0.718082 -3.221262 0.985922 -0.020 0.566 -0.330
H 1.370987 -2.786999 -0.622529 0.434 0.062 -0.228
H 0.714615 -0.611881 0.335067 1.640 1.336 1.370
H -1.901828 -1.913107 0.781421 1.644 1.868 0.739
H -0.811770 -1.690576 1.936406 0.527 -0.484 1.467
H -0.597569 0.955878 -2.353320 -0.112 -0.189 0.634
H -0.471365 2.624640 -1.078146 0.470 -0.020 0.432
H -1.899238 1.501124 0.708056 1.379 0.095 -0.029
H -0.964452 2.889825 1.091390 0.743 0.030 0.654
H -0.366397 1.141746 1.559078 -0.405 1.061 -0.095
H 3.056349 1.231756 0.069667 -0.563 -0.004 0.074
```
Positions in Å, forces in eV/Å.

SMILES ... C[C@H](N)C(=O)N[C@@H](C)C(=O)O
Kohn-Sham gap ... 10.174 eV
Energy ... -15539.072 eV

---

The following energy above the lowest of the compared OMol25 structures with the same formula, charge and spin values (in kJ/mol) correspond, in order, to the records above: 376.1 341.3 0.0 137.7.